Record 1
Formula: C6H13NO
Source: the Open Molecules 2025 dataset
Level of theory: the ωB97M-V functional and the def2-TZVPD basis

Structure (XYZ):
```
21
C6H13NO the ωB97M-V functional and the def2-TZVPD basis
C -2.65 -0.48 0.67
C -1.53 -0.26 1.33
C -0.26 -1.10 1.22
C 0.92 -0.20 0.88
C 1.19 -0.05 -0.62
N 2.61 0.20 -0.84
C 0.28 1.04 -1.25
O -0.57 0.34 -2.19
H -3.50 0.20 0.75
H -2.83 -1.31 -0.01
H -1.38 0.55 2.05
H -0.14 -1.51 2.24
H -0.40 -1.93 0.55
H 0.83 0.78 1.36
H 1.86 -0.51 1.35
H 0.90 -0.96 -1.09
H 2.97 0.86 -0.17
H 2.77 0.51 -1.79
H -0.39 1.43 -0.47
H 0.80 1.79 -1.83
H -1.48 0.63 -2.15
```

The molar mass is 115.18 g mol⁻¹. As for the net charge: 0. The SMILES is C=CCC[C@H](N)CO. As for the frontier orbital gap: 10.16 eV. As for the energy above the lowest of the compared OMol25 structures with the same formula, charge and spin: 48.5 kcal per mole. Its total energy is -9969.07335 eV.

***

Record 2
Formula: C6H13NO
Source: the Open Molecules 2025 dataset
Level of theory: the ωB97M-V functional and the def2-TZVPD basis

Structure (XYZ):
```
21
C6H13NO the ωB97M-V functional and the def2-TZVPD basis
H -2.89 0.58 -1.37
N -3.26 0.25 -0.47
C -2.49 -0.50 0.17
C -1.01 -1.03 -0.28
C -0.03 0.09 0.01
C 0.06 0.43 1.49
O -0.29 1.21 -0.78
C 1.42 -0.58 -0.53
C 2.53 0.46 -0.52
H -2.87 -0.87 1.13
H -0.78 -1.92 0.29
H -1.06 -1.22 -1.35
H 0.30 -0.45 2.08
H 0.84 1.17 1.65
H -0.88 0.84 1.85
H -0.96 1.75 -0.35
H 1.66 -1.42 0.11
H 1.28 -0.94 -1.55
H 2.23 1.33 -1.10
H 3.44 0.05 -0.97
H 2.77 0.77 0.49
```

The molar mass is 115.18 g mol⁻¹. As for the net charge: 0. The SMILES is [H]/N=C\C[C@](C)(O)CC. As for the frontier orbital gap: 10.26 eV. As for the energy above the lowest of the compared OMol25 structures with the same formula, charge and spin: 35.2 kcal per mole. Its total energy is -9969.64907 eV.

***

no.,HOMO energy (eV)
1,-9.14
2,-9.35